One molecule with the formula C5H8O. Source: OMol25; level of theory: ωB97M-V with the def2-TZVPD basis set.

Values from the calculation:
* ΔE to the lowest compared entry with this formula, charge and spin: 1.188 eV
* strongest force on any atom: 0.798 eV/Å
* SMILES: C[C@@H]1C=CCO1

```
! wB97M-V def2-TZVPD RIJCOSX def2/J DEFGRID3
* xyz 0 1
O -0.252 -0.653 -1.121
C -0.203 1.130 0.416
C -1.512 -0.579 -0.455
C 0.678 0.267 -0.524
C 1.773 -0.494 0.242
C -1.417 0.590 0.449
H -2.334 0.799 0.986
H -1.767 -1.471 0.151
H 0.103 2.015 0.986
H 1.140 0.865 -1.330
H -2.336 -0.424 -1.170
H 2.427 -1.127 -0.375
H 2.413 0.223 0.768
H 1.288 -1.141 0.979
*
```

Charges per atom according to Löwdin partitioning, unit e: atom 1 (O): -0.107, atom 2 (C): -0.028, atom 3 (C): -0.214, atom 4 (C): -0.361, atom 5 (C): -0.048, atom 6 (C): -0.087, atom 7 (H): 0.109, atom 8 (H): 0.124, atom 9 (H): 0.111, atom 10 (H): 0.140, atom 11 (H): 0.123, atom 12 (H): 0.079, atom 13 (H): 0.077, atom 14 (H): 0.083